(1)
Entry from the OMol25 dataset: one molecule with the formula C10H12N2S at a distorted geometry (ωB97M-V with the def2-TZVPD basis set).

```
25
Properties=species:S:1:pos:R:3:mulliken_charge:R:1
C -3.393 -0.037 2.555 -0.920
C -2.022 -0.458 2.252 0.352
C -1.717 -2.001 2.099 -0.788
C -0.096 -1.130 0.652 0.554
C 1.381 0.055 -1.022 0.349
C 0.423 0.903 -1.694 -0.117
C 0.871 1.846 -2.562 -0.636
C 2.251 1.966 -2.892 -0.116
C 3.230 1.204 -2.272 -0.465
C 2.699 0.388 -1.098 -0.550
H -3.712 0.997 2.175 0.285
H -4.115 -0.989 2.099 0.197
H -3.522 0.039 3.845 0.242
H -1.445 -0.058 3.164 0.253
H -1.558 -2.432 2.978 0.358
H -2.530 -2.556 1.630 0.326
H 1.278 -1.997 -0.346 0.301
H -0.726 0.775 -1.544 0.313
H 0.157 2.598 -2.916 0.334
H 2.413 2.703 -3.779 0.232
H 4.312 1.474 -2.732 0.239
H 3.433 -0.083 -0.441 0.376
N -0.535 -2.194 1.292 -0.689
N 0.884 -1.039 -0.147 -0.125
S -1.137 0.359 0.734 -0.307
```

Calculated values
- Highest occupied orbital energy: -8.221 eV
- DFT total energy: -895.8240 Eh

(2)
Entry from the OMol25 dataset: a 11-piece molecular cluster, C40H50N4O34S6 overall at a distorted geometry (ωB97M-V with the def2-TZVPD basis set).

```
134
Properties=species:S:1:pos:R:3:mulliken_charge:R:1
C 5.878 -6.219 2.865 -0.160
C 6.553 -5.206 1.950 -0.396
O 7.152 -4.301 2.857 -0.270
S 7.796 -5.152 4.093 1.048
O 7.989 -4.236 5.212 -0.528
O 8.923 -5.989 3.703 -0.549
O 6.448 -6.073 4.174 -0.255
H 6.133 -7.191 2.442 0.244
H 4.822 -5.975 2.758 0.306
H 5.952 -4.567 1.303 0.320
H 7.361 -5.571 1.316 0.241
C -6.033 -4.885 -3.617 -0.279
C -5.394 -4.214 -2.431 -0.232
O -4.495 -5.174 -1.919 -0.280
S -3.966 -6.238 -3.047 1.061
O -3.857 -7.578 -2.446 -0.510
O -2.926 -5.652 -3.871 -0.506
O -5.423 -6.115 -3.802 -0.334
H -5.717 -4.258 -4.450 0.247
H -7.111 -5.019 -3.717 0.296
H -6.095 -3.887 -1.663 0.309
H -4.818 -3.381 -2.832 0.228
C 2.659 -0.704 4.274 -0.280
C 2.928 -2.194 4.579 -0.208
O 1.773 -2.619 5.302 -0.314
S 0.988 -1.330 6.097 1.035
O 1.595 -1.024 7.395 -0.523
O -0.501 -1.326 5.977 -0.503
O 1.520 -0.278 4.997 -0.286
H 2.510 -0.609 3.199 0.298
H 3.504 -0.110 4.624 0.271
H 3.750 -2.420 5.259 0.257
H 3.115 -2.705 3.635 0.252
C 1.142 7.986 -0.402 -0.297
C -0.246 7.664 -1.049 -0.209
O -0.104 6.481 -1.813 -0.253
S 1.329 5.648 -1.450 1.038
O 2.111 5.379 -2.593 -0.537
O 1.041 4.427 -0.657 -0.496
O 1.998 6.887 -0.583 -0.323
H 1.103 8.397 0.607 0.309
H 1.585 8.792 -0.988 0.260
H -0.369 8.400 -1.843 0.208
H -1.186 7.576 -0.505 0.302
C 1.254 1.906 -7.441 -0.314
C 2.243 1.867 -8.663 -0.212
O 2.722 0.458 -8.771 -0.330
S 1.823 -0.570 -7.882 1.113
O 2.666 -1.535 -7.139 -0.526
O 0.772 -1.186 -8.671 -0.566
O 1.102 0.591 -6.935 -0.280
H 0.232 2.274 -7.536 0.301
H 1.543 2.551 -6.611 0.250
H 3.031 2.619 -8.628 0.302
H 1.631 1.943 -9.562 0.261
C 0.102 -9.690 5.530 -0.295
C 1.383 -8.925 6.027 -0.285
O 1.358 -7.696 5.407 -0.263
S -0.165 -7.207 4.927 1.085
O -0.062 -6.523 3.631 -0.482
O -0.743 -6.481 6.058 -0.523
O -0.758 -8.777 4.901 -0.317
H -0.444 -10.286 6.261 0.289
H 0.419 -10.387 4.754 0.253
H 2.335 -9.414 5.820 0.276
H 1.245 -8.629 7.067 0.261
C -4.656 8.691 -4.277 -0.705
C -3.643 8.053 -5.010 -0.247
C -3.392 6.684 -4.887 -0.389
C -4.187 5.916 -3.977 0.357
C -5.232 6.531 -3.298 -0.519
C -5.437 7.866 -3.517 -0.259
N -3.856 4.539 -3.817 1.002
O -4.504 3.825 -3.093 -0.612
O -2.788 4.156 -4.263 -0.558
H -4.808 9.753 -4.401 0.433
H -2.929 8.546 -5.654 0.353
H -2.600 6.321 -5.526 0.394
H -5.706 5.990 -2.492 0.424
H -6.184 8.387 -2.937 0.324
C -6.863 -3.331 3.508 -0.117
C -7.984 -2.778 4.164 -0.620
C -8.299 -1.448 3.946 -0.275
C -7.311 -0.584 3.322 0.300
C -6.108 -1.168 2.770 -0.357
C -5.946 -2.632 2.780 -0.677
N -7.447 0.864 3.309 0.951
O -8.127 1.287 4.204 -0.569
O -6.978 1.558 2.481 -0.594
H -6.777 -4.407 3.500 0.338
H -8.703 -3.481 4.560 0.332
H -9.294 -1.051 4.083 0.378
H -5.522 -0.555 2.100 0.437
H -5.096 -3.114 2.319 0.473
C -2.663 5.943 4.416 -0.617
C -1.909 4.903 3.888 -0.287
C -0.532 4.935 3.713 -0.492
C 0.170 6.110 3.961 0.190
C -0.530 7.187 4.468 -0.395
C -1.924 7.096 4.716 -0.329
N 1.612 6.238 3.587 0.975
O 2.290 5.203 3.331 -0.569
O 2.045 7.294 3.756 -0.572
H -3.719 5.870 4.630 0.428
H -2.518 4.068 3.575 0.388
H -0.176 4.079 3.159 0.475
H 0.002 8.084 4.749 0.441
H -2.466 7.947 5.102 0.363
C 7.993 -0.870 -5.125 -0.207
C 6.640 -0.538 -5.154 -0.559
C 5.998 -0.429 -3.910 -0.329
C 6.743 -0.586 -2.707 0.062
C 8.056 -0.998 -2.783 -0.186
C 8.677 -1.208 -3.995 -0.607
N 6.166 -0.036 -1.507 1.012
O 6.505 -0.428 -0.385 -0.605
O 5.354 0.826 -1.670 -0.542
H 8.642 -1.094 -5.958 0.308
H 6.076 -0.472 -6.073 0.465
H 4.986 -0.060 -3.977 0.443
H 8.627 -1.160 -1.881 0.398
H 9.751 -1.311 -4.029 0.348
O 1.715 -2.575 -0.363 -0.641
C 0.750 -1.967 -0.847 0.510
O 0.812 -1.230 -2.034 -0.313
C -0.362 -0.422 -2.218 -0.332
C -1.043 -0.473 -0.871 -0.564
C -0.673 -1.851 -0.303 -0.267
H -0.997 -0.809 -3.014 0.323
H -0.059 0.617 -2.348 0.252
H -2.068 -0.286 -1.191 0.327
H -0.854 0.292 -0.118 0.266
H -1.187 -2.701 -0.752 0.139
H -0.655 -1.943 0.783 0.301
```

Calculated values
- Highest occupied orbital energy: -9.775 eV
- DFT total energy: -6719.7376 Eh

(3)
Entry from the OMol25 dataset: an isolated ion of composition C5H12NO and charge +1 at a distorted geometry (ωB97M-V with the def2-TZVPD basis set).

```
19
Properties=species:S:1:pos:R:3:mulliken_charge:R:1
O -0.346 -2.845 0.108 -0.499
C 0.586 -1.835 -0.195 -0.709
C 0.183 -0.497 0.364 0.004
N 1.071 0.564 -0.281 -0.209
C 0.432 1.838 0.252 -0.624
C -1.098 1.611 0.217 -0.409
C -1.172 0.055 0.005 -0.744
H -0.185 -3.593 -0.469 0.334
H 0.794 -1.881 -1.278 0.386
H 1.581 -2.096 0.211 0.402
H 0.317 -0.423 1.445 0.267
H 0.946 0.268 -1.251 0.423
H 2.068 0.743 -0.202 0.321
H 0.710 1.820 1.302 0.347
H 0.675 2.784 -0.219 0.370
H -1.547 1.889 1.164 0.325
H -1.574 2.071 -0.641 0.297
H -1.421 -0.079 -1.051 0.303
H -2.020 -0.395 0.517 0.416
```

Calculated values
- Highest occupied orbital energy: -14.492 eV
- DFT total energy: -327.4315 Eh
- Net charge: +1

(4)
Entry from the OMol25 dataset: C2H2F6O7S2Sn as an isolated structure at a distorted geometry (ωB97M-V with the def2-TZVPD basis set).

```
20
Properties=species:S:1:pos:R:3:mulliken_charge:R:1
Sn 0.997 -1.273 -1.268 1.438
C -0.771 -1.573 3.588 0.562
F -0.647 -1.054 4.780 -0.174
F 0.120 -2.568 3.347 -0.238
F -1.952 -2.147 3.365 -0.208
S -0.402 -0.256 2.303 1.201
O 0.944 0.167 2.582 -0.676
O -0.512 -0.893 0.958 -0.618
O -1.443 0.720 2.420 -0.571
C -0.772 2.620 -2.807 0.594
F -1.798 1.782 -2.983 -0.223
F 0.253 2.328 -3.591 -0.215
F -1.322 3.822 -3.031 -0.218
S -0.218 2.626 -1.032 1.068
O 0.598 3.784 -0.816 -0.620
O -1.370 2.517 -0.199 -0.577
O 0.621 1.386 -0.966 -0.575
O 2.277 -3.730 -2.297 -0.585
H 2.806 -4.240 -2.923 0.295
H 2.591 -4.018 -1.430 0.341
```

Calculated values
- Highest occupied orbital energy: -9.745 eV
- DFT total energy: -2213.8543 Eh

(5)
Entry from the OMol25 dataset: an isolated ion of composition C5H11N and charge +1 at a distorted geometry (ωB97M-V with the def2-TZVPD basis set).

```
17
Properties=species:S:1:pos:R:3:mulliken_charge:R:1
C -2.305 -1.284 -0.859 -0.876
N -0.947 -1.157 -0.310 -0.133
C -0.067 -0.316 -1.143 -0.556
C 1.910 1.228 1.788 -1.149
C 0.956 1.151 0.661 0.066
C 1.037 0.186 -0.312 -0.252
H -2.755 -2.186 -0.467 0.315
H -2.950 -0.446 -0.597 0.352
H -2.269 -1.329 -1.944 0.373
H -1.062 -0.695 0.596 0.318
H -0.635 0.529 -1.560 0.375
H 0.280 -0.892 -2.000 0.380
H 1.551 1.831 2.607 0.370
H 2.073 0.229 2.189 0.336
H 2.881 1.531 1.372 0.326
H 0.357 2.014 0.399 0.394
H 1.946 -0.394 -0.419 0.363
```

Calculated values
- Multiplicity: 2
- Highest occupied orbital energy (alpha / beta): -14.730 / -13.742 eV
- Expectation value of S²: 0.758
- DFT total energy: -251.4883 Eh
- Net charge: +1

(6)
Entry from the OMol25 dataset: C18H40N2O8P2S2 as an isolated structure (ωB97M-V with the def2-TZVPD basis set).

```
72
Properties=species:S:1:pos:R:3:mulliken_charge:R:1
O -2.312 -2.841 1.392 -0.493
S -2.808 -1.551 1.014 0.699
O -2.043 -0.483 2.002 -0.260
S -1.731 1.060 1.380 0.010
O -4.284 -1.462 1.713 -0.231
P -5.219 -0.121 1.308 0.071
P -7.135 -0.855 2.124 0.932
O -8.136 -0.870 1.059 -0.599
O -6.820 -2.249 2.822 -0.465
O -7.513 0.088 3.372 -0.505
H -2.071 0.852 0.095 0.139
H -4.916 0.669 2.448 0.006
H -7.490 -2.473 3.489 0.330
H -6.941 0.855 3.485 0.328
C 0.563 1.152 -3.547 -1.802
C -0.626 2.019 -4.007 1.814
C -0.198 3.003 -5.103 -1.392
C 0.641 4.175 -4.594 -0.445
C -0.053 4.886 -3.435 -1.391
C -0.429 3.934 -2.297 1.491
N -1.216 2.793 -2.866 0.863
O -2.451 3.079 -3.033 -0.645
C 0.821 3.449 -1.557 -1.555
C -1.297 4.649 -1.272 -1.687
C -1.701 1.083 -4.548 -1.894
H 0.488 0.904 -2.489 0.268
H 0.567 0.215 -4.102 0.513
H 1.527 1.629 -3.717 0.302
H -1.097 3.397 -5.586 0.394
H 0.352 2.443 -5.863 0.342
H 1.637 3.835 -4.295 0.285
H 0.796 4.883 -5.410 0.411
H 0.584 5.675 -3.028 0.384
H -0.964 5.367 -3.804 0.368
H 0.555 2.677 -0.831 0.224
H 1.261 4.285 -1.014 0.480
H 1.601 3.049 -2.198 0.301
H -2.178 5.107 -1.713 0.389
H -0.705 5.433 -0.796 0.441
H -1.629 3.955 -0.496 0.280
H -2.068 0.417 -3.766 0.419
H -1.261 0.477 -5.341 0.471
H -2.547 1.629 -4.956 0.393
C 3.939 -4.510 2.198 -1.815
C 3.843 -3.141 2.900 1.879
C 2.878 -3.202 4.091 -1.349
C 1.404 -3.257 3.693 -0.584
C 1.050 -2.125 2.731 -0.720
C 1.956 -2.087 1.498 1.773
N 3.383 -2.069 1.957 0.506
O 3.782 -0.902 2.291 -0.636
C 1.659 -3.277 0.577 -1.867
C 1.707 -0.822 0.690 -1.866
C 5.239 -2.772 3.389 -1.915
H 4.099 -4.394 1.127 0.305
H 4.788 -5.065 2.596 0.495
H 3.054 -5.126 2.347 0.330
H 3.042 -2.318 4.714 0.395
H 3.144 -4.071 4.697 0.366
H 1.158 -4.226 3.250 0.328
H 0.788 -3.172 4.590 0.402
H 0.014 -2.216 2.400 -0.123
H 1.138 -1.169 3.258 0.452
H 2.372 -3.313 -0.248 0.378
H 0.660 -3.147 0.160 0.370
H 1.669 -4.237 1.081 0.364
H 1.809 0.075 1.296 0.490
H 0.695 -0.843 0.282 0.264
H 2.409 -0.750 -0.143 0.506
H 5.928 -2.658 2.552 0.452
H 5.601 -3.576 4.032 0.465
H 5.237 -1.847 3.958 0.371
```

Calculated values
- Multiplicity: 3
- Highest occupied orbital energy (alpha / beta): -7.990 / -9.190 eV
- Expectation value of S²: 2.008
- DFT total energy: -2900.2835 Eh

(7)
Entry from the OMol25 dataset: one molecule with the formula C4H7NS at a distorted geometry (ωB97M-V with the def2-TZVPD basis set).

```
13
Properties=species:S:1:pos:R:3:mulliken_charge:R:1
C -0.505 1.611 0.653 -0.146
C 0.683 -0.394 0.093 0.084
C -0.221 -1.585 -0.099 -0.653
C 0.024 -0.358 -1.249 -0.581
H -0.933 1.182 -0.269 0.071
H 1.109 0.834 1.857 0.255
H 1.716 -0.741 0.034 0.370
H 0.346 -2.500 -0.297 0.256
H -1.182 -1.634 0.323 0.302
H -0.767 0.558 -1.244 0.259
H 0.462 -0.520 -2.364 0.229
N 0.458 0.671 1.086 -0.148
S -1.188 2.875 1.476 -0.297
```

Calculated values
- Highest occupied orbital energy: -8.357 eV
- DFT total energy: -609.4338 Eh

(8)
Entry from the OMol25 dataset: one molecule with the formula C9H13BrO2 at a distorted geometry (ωB97M-V with the def2-TZVPD basis set).

```
25
Properties=species:S:1:pos:R:3:mulliken_charge:R:1
C -0.601 1.465 -0.845 -0.669
C 0.867 1.506 -0.495 -0.844
C -0.427 1.116 1.562 -1.184
C 0.400 -2.517 -0.654 -0.477
C 1.989 -2.334 -0.543 -0.437
C -1.430 1.499 0.405 0.174
C 0.922 0.666 0.903 0.557
C -2.576 0.393 0.220 -0.779
C 0.941 -0.719 0.640 -0.465
O -0.116 -1.411 0.095 -0.206
O 2.177 -1.245 0.226 -0.355
Br -4.382 0.965 0.189 -0.177
H -0.781 2.438 -1.527 0.340
H -0.816 0.550 -1.319 0.306
H 1.370 0.914 -1.232 0.338
H 1.227 2.616 -0.443 0.325
H -0.064 1.972 2.170 0.373
H -0.751 0.326 2.211 0.468
H 0.002 -2.375 -1.697 0.249
H 0.130 -3.473 -0.291 0.272
H 2.257 -3.172 0.005 0.440
H 2.212 -2.118 -1.609 0.321
H -1.994 2.526 0.558 0.523
H 1.780 0.977 1.596 0.405
H -2.335 -0.566 -0.126 0.500
```

Calculated values
- Multiplicity: 3
- Highest occupied orbital energy (alpha / beta): -6.453 / -10.121 eV
- Expectation value of S²: 2.009
- DFT total energy: -3075.0295 Eh

(9)
Entry from the OMol25 dataset: one molecule with the formula C6H12 (ωB97M-V with the def2-TZVPD basis set).

```
18
Properties=species:S:1:pos:R:3:mulliken_charge:R:1
C 1.693 0.916 -0.562 -0.938
C 1.612 -0.366 0.278 -0.540
C 0.335 -0.949 -0.288 -0.152
C -0.944 -1.443 0.264 -0.691
C -0.969 -0.069 -0.340 0.226
C -1.671 0.951 0.586 -1.401
H 1.475 0.632 -1.602 0.294
H 0.812 1.506 -0.249 0.176
H 2.625 1.485 -0.540 0.363
H 1.575 -0.170 1.355 0.271
H 2.483 -1.015 0.105 0.273
H 0.585 -1.459 -1.227 0.268
H -1.041 -1.417 1.345 0.251
H -1.471 -2.240 -0.245 0.269
H -1.322 0.080 -1.359 0.251
H -2.705 0.578 0.648 0.390
H -1.756 1.979 0.210 0.398
H -1.316 1.003 1.622 0.293
```

Calculated values
- Highest occupied orbital energy: -9.288 eV
- DFT total energy: -235.7432 Eh

(10)
Entry from the OMol25 dataset: an isolated ion of composition C6H10O and charge -1 at a distorted geometry (ωB97M-V with the def2-TZVPD basis set).

```
17
Properties=species:S:1:pos:R:3:mulliken_charge:R:1
C -2.134 1.232 -0.455 -1.056
C -1.398 0.063 0.126 0.240
C -1.987 -1.182 0.198 -1.044
C 2.476 -0.057 0.190 -0.330
O 3.408 -0.870 -0.508 -0.519
C 1.044 -0.472 -0.014 -0.171
C -0.020 0.303 0.413 -0.586
H -1.780 1.577 -1.427 0.208
H -1.959 2.101 0.217 0.290
H -3.226 1.126 -0.437 0.318
H -3.074 -1.291 0.202 0.242
H -1.455 -2.120 0.271 0.334
H 2.689 -0.094 1.267 0.138
H 2.570 1.014 -0.072 0.180
H 3.784 -1.512 0.098 0.291
H 0.883 -1.142 -0.860 0.274
H 0.179 1.326 0.792 0.191
```

Calculated values
- Multiplicity: 2
- Highest occupied orbital energy (alpha / beta): 0.359 / -2.635 eV
- Expectation value of S²: 0.768
- DFT total energy: -309.7534 Eh
- Net charge: -1

(11)
Entry from the OMol25 dataset: a 2-piece molecular cluster, C2H2FOP overall at a distorted geometry (ωB97M-V with the def2-TZVPD basis set).

```
7
Properties=species:S:1:pos:R:3:mulliken_charge:R:1
C 0.260 0.090 0.087 -0.165
C -0.729 -0.893 0.367 0.519
O -0.882 -1.675 1.242 -0.430
F -1.672 -0.845 -0.663 -0.230
P 0.293 1.015 -1.306 0.021
H 1.338 0.494 1.227 0.248
H 1.392 1.815 -0.954 0.038
```

Calculated values
- Highest occupied orbital energy: -10.723 eV
- DFT total energy: -593.7521 Eh